# 1
A molecular structure, C41H44BrKN9O4S6 in a non-equilibrium geometry. Source: OMol25; level of theory: wB97M-V/def2-TZVPD.

Geometry as XYZ:
```
106
Properties=species:S:1:pos:R:3:forces:R:3
K -0.08850 0.41210 0.58910 -0.134 -1.951 -0.537
C -2.03600 3.64620 2.88050 0.139 -0.063 0.220
O -2.80790 3.19870 1.77530 -0.101 0.122 -0.200
C -2.61630 1.89970 1.44960 -0.856 0.061 0.370
O -1.74910 1.22030 1.94610 -0.618 0.430 0.898
N -3.58930 1.47510 0.62230 -0.282 0.173 -0.323
N -3.52020 0.15590 0.13650 0.228 -0.178 0.097
H -2.60510 4.45120 3.34480 0.091 -0.019 -0.053
H -1.05700 4.00700 2.55570 -0.049 0.009 0.018
H -1.88400 2.82410 3.58380 -0.015 0.210 -0.016
H -3.96230 2.18200 -0.00690 0.172 -0.165 0.205
H -2.75700 0.06000 -0.53750 -0.189 0.078 -0.099
H -4.37870 -0.03610 -0.37180 0.109 0.071 0.197
Br 5.51920 -6.15250 -4.38540 -0.028 0.115 0.037
C 6.03890 -4.56250 -3.47070 0.010 -0.204 -0.100
C 6.91630 -3.68510 -4.09020 -0.214 -0.264 -0.081
C 7.35110 -2.57480 -3.40460 -0.206 0.336 0.363
C 6.87610 -2.29520 -2.11030 -0.770 -1.231 -0.489
C 5.98800 -3.20670 -1.50840 0.288 0.408 -0.041
C 5.57990 -4.33610 -2.18330 -0.067 -0.178 -0.226
N 7.47340 -1.28720 -1.41080 1.260 0.724 0.192
N 6.99020 -0.53670 -0.53590 1.030 0.177 0.132
C 5.70470 -0.22740 -0.26260 -1.085 0.153 0.439
C 5.53870 0.28400 1.04040 -0.009 -0.321 -0.446
C 4.31470 0.57940 1.56450 -0.372 0.149 0.264
C 3.11010 0.47220 0.81740 0.352 0.151 0.512
O 1.98540 0.75760 1.29280 1.794 0.310 0.542
C 3.26470 0.04770 -0.57270 0.563 -0.140 -0.291
N 2.14980 0.03780 -1.31670 -0.331 -0.044 -0.041
C 2.23130 -0.26120 -2.59180 -0.074 0.063 -0.227
C 3.44760 -0.47180 -3.24540 0.260 -0.006 0.197
C 4.60050 -0.46780 -2.49900 -0.138 0.033 -0.276
C 4.54220 -0.27160 -1.10800 -0.071 0.092 0.080
H 7.25380 -3.87830 -5.09920 0.047 -0.037 0.016
H 8.05710 -1.89460 -3.86080 0.052 0.053 0.046
H 5.66500 -3.03320 -0.49040 -0.089 0.053 -0.020
H 4.89920 -5.03710 -1.72120 0.016 -0.037 0.028
H 6.43040 0.36510 1.64760 0.079 0.071 -0.033
H 4.21810 0.93070 2.58020 0.001 0.046 0.145
H 1.29680 -0.29800 -3.13910 -0.089 -0.057 -0.014
H 3.47870 -0.61320 -4.31700 -0.027 -0.065 -0.012
H 5.55300 -0.58330 -2.99230 -0.021 -0.003 0.010
C -1.79080 -2.85890 1.34900 -0.189 -0.117 -0.243
N -1.00220 -1.83780 2.02260 0.111 0.055 -0.113
C -1.78260 -1.33130 3.14420 -0.193 0.207 0.194
N -2.13840 -2.38560 4.09260 -0.089 0.113 0.175
C -2.90170 -3.39460 3.36820 -0.245 -0.105 0.112
N -2.15260 -3.95780 2.25150 -0.122 -0.120 -0.061
C -0.92630 -4.53250 2.78870 0.057 -0.275 0.015
N -0.10380 -3.54700 3.48170 0.278 -0.066 0.062
C 0.20380 -2.46620 2.54080 0.273 -0.104 0.113
C -0.90030 -2.98750 4.56760 0.039 -0.076 0.248
H -1.20560 -3.26960 0.52440 -0.063 0.098 -0.092
H -2.70350 -2.40670 0.95560 0.129 0.005 -0.057
H -2.69590 -0.87660 2.76140 0.068 0.024 -0.023
H -1.19680 -0.57530 3.66800 -0.041 0.075 -0.001
H -3.81400 -2.93250 2.98240 -0.002 -0.037 0.033
H -3.16980 -4.20100 4.06070 -0.018 0.057 -0.065
H -0.34640 -4.97190 1.97270 -0.013 0.007 0.005
H -1.19520 -5.32080 3.50010 0.061 -0.016 -0.074
H 0.77990 -2.88510 1.71060 -0.003 0.077 0.001
H 0.81530 -1.71750 3.05160 0.008 0.005 -0.039
H -0.31230 -2.21900 5.07810 -0.017 -0.067 0.018
H -1.13870 -3.78680 5.27760 0.027 0.057 -0.014
C -2.67540 -5.12600 -0.95510 -0.248 0.283 -0.244
S -3.63300 -3.66450 -1.49630 0.102 -0.240 -0.102
C -2.87370 -3.36840 -3.04770 -0.227 -0.105 -0.034
C -2.01760 -2.34230 -3.30320 -0.257 -0.650 -0.574
S -1.47370 -1.15270 -2.24520 0.614 0.137 0.362
S -1.44920 -2.31670 -5.00410 -0.370 -0.341 0.576
C -2.29750 -3.72610 -5.57590 -0.090 0.046 0.223
S -2.18830 -4.28320 -7.11310 0.035 -0.080 -0.306
S -3.27830 -4.47100 -4.35900 0.383 0.497 -0.097
H -2.84240 -5.23900 0.11160 -0.012 -0.046 0.121
H -1.62420 -4.93800 -1.14930 0.125 -0.002 0.027
H -3.00220 -6.01010 -1.49670 0.027 -0.065 0.028
O -1.26290 1.72110 -0.98200 -1.333 0.644 0.572
S -0.43030 1.61860 -2.18590 0.999 1.169 -2.022
C -1.51120 2.21310 -3.60420 0.396 -0.286 0.322
C -2.91290 1.84090 -3.30470 -0.356 -0.035 0.014
C -3.46480 0.65990 -3.79100 -0.051 0.195 -0.113
C -4.72220 0.25140 -3.38660 -0.092 -0.039 -0.044
C -5.45370 1.03270 -2.50720 -0.104 0.050 -0.001
C -4.93670 2.23890 -2.06110 -0.119 0.107 -0.046
C -3.66390 2.63230 -2.44340 -0.054 0.060 -0.133
C 0.65290 3.15390 -2.07360 -0.293 -0.547 -0.018
C -0.15540 4.33240 -1.70850 -0.179 0.269 0.002
C -0.61310 4.48570 -0.40270 0.095 0.031 -0.070
C -1.49260 5.50410 -0.08420 -0.076 0.051 0.054
C -1.93400 6.38060 -1.06170 -0.022 0.043 0.055
C -1.46140 6.25750 -2.35610 -0.060 0.049 -0.128
C -0.57720 5.24370 -2.67640 0.166 0.031 0.092
H -1.12520 1.70530 -4.48460 0.060 -0.023 -0.095
H -1.38970 3.28830 -3.68230 -0.017 -0.006 -0.070
H -2.90550 0.06660 -4.49690 0.069 -0.114 -0.005
H -5.12680 -0.68560 -3.74030 -0.002 -0.083 -0.074
H -6.43080 0.70970 -2.17700 -0.106 -0.021 -0.010
H -5.52540 2.86920 -1.40540 -0.030 0.043 0.016
H -3.24780 3.56040 -2.07570 0.081 0.109 0.079
H 1.15730 3.26090 -3.02980 0.158 -0.067 -0.088
H 1.35710 2.87090 -1.29440 0.191 -0.039 -0.014
H -0.26500 3.79670 0.35310 -0.035 -0.049 0.090
H -1.85480 5.61150 0.92580 -0.021 -0.019 0.121
H -2.63540 7.16370 -0.81350 -0.048 0.065 0.034
H -1.79480 6.94360 -3.12030 0.006 0.086 -0.081
H -0.18760 5.16540 -3.68300 -0.021 -0.029 -0.094
```
Forces are in eV/Å.

The net charge is -1. The maximum force is 2.54 eV Å⁻¹. As for the HOMO-LUMO gap: 6.413 eV. For the energy above the lowest of the compared OMol25 structures with the same formula, charge and spin, the calculation gives 189.91 kJ/mol.



# 2
3 unconnected molecules or ions with the total composition C14H37IN5O11P4S in a non-equilibrium geometry. Source: OMol25; level of theory: wB97M-V/def2-TZVPD.

Geometry as XYZ:
```
73
Properties=species:S:1:pos:R:3:forces:R:3
N 3.20977 -1.27748 0.26263 0.415 -0.557 0.003
N 1.97005 -0.66238 0.04871 1.787 1.422 1.250
C 1.79445 0.64426 0.15152 -2.411 0.126 -0.611
N 0.48998 0.95917 -0.10584 1.207 -1.383 0.252
C -0.07302 -0.23530 -0.33917 -0.478 0.645 -0.104
N -1.39005 -0.33919 -0.59789 0.598 -0.734 -0.060
P -2.49845 -1.59424 -0.88242 -5.482 0.782 -0.348
O -2.10871 -2.64941 -2.06180 1.552 0.247 1.846
O -2.84040 -2.29360 0.57952 2.105 -0.353 -1.569
S -4.18666 -0.80828 -1.43344 0.973 0.292 0.161
N 0.79848 -1.28691 -0.28662 -0.640 0.637 0.229
P 1.01199 -3.02823 -0.47495 1.110 -2.413 -0.232
O -0.32126 -3.89727 0.03882 0.494 1.391 -0.804
I 1.19570 -3.34134 -2.93906 -0.380 0.251 0.739
H 3.81491 -0.52948 0.61038 -0.051 -0.138 -0.351
H 3.17014 -1.95074 1.03301 -0.407 0.100 -0.149
H 2.54852 1.40344 0.37787 -0.112 -0.659 -0.023
H -1.83808 0.58218 -0.59222 -0.194 -0.453 -0.237
H -2.71840 -3.40548 -1.98957 0.057 0.223 -0.277
H -2.89094 -3.25970 0.47099 0.035 0.214 0.404
H -0.13833 -4.82423 -0.20992 -0.096 0.237 0.085
O -3.22092 1.73321 -4.85273 1.152 -2.698 -2.611
P -1.92980 2.32119 -5.34286 -0.131 6.812 4.725
O -1.09613 2.43082 -3.92441 0.214 -0.549 -0.506
C -0.56139 1.24932 -3.35235 -0.019 -0.112 -0.099
C 0.65977 0.75324 -4.10715 0.075 -0.053 -0.040
O -2.41071 3.89036 -5.46708 0.116 -0.538 -0.831
C -3.79078 4.21887 -5.64081 -0.325 0.125 0.266
C -4.43566 4.56474 -4.31309 0.063 0.116 0.184
O -0.54921 2.74194 -6.19257 -1.329 -3.161 -0.822
C -0.56137 2.51640 -7.61952 0.101 0.236 -0.530
C -1.51217 3.44598 -8.35063 -0.204 -0.022 0.107
H -1.33654 0.47236 -3.31497 -0.011 0.016 -0.003
H -0.28387 1.49450 -2.32614 -0.067 0.229 -0.131
H 0.38605 0.40502 -5.10545 0.055 -0.071 0.040
H 1.13776 -0.07845 -3.57804 -0.055 0.015 -0.024
H 1.38858 1.55471 -4.23365 -0.036 0.000 0.054
H -4.32346 3.41025 -6.14283 0.038 -0.061 0.132
H -3.83643 5.08585 -6.30388 0.201 -0.020 0.001
H -4.23644 3.80588 -3.55570 -0.064 -0.143 -0.163
H -5.51589 4.67230 -4.42445 0.026 0.018 -0.011
H -4.03162 5.50376 -3.92943 -0.037 0.009 -0.065
H -0.81056 1.47103 -7.81934 0.084 0.008 -0.057
H 0.45706 2.68498 -7.97031 0.026 -0.017 0.224
H -2.55223 3.19136 -8.13438 -0.011 0.035 -0.052
H -1.36759 3.36806 -9.42908 0.050 -0.052 0.041
H -1.35716 4.48004 -8.04444 0.064 -0.038 -0.012
O 3.28796 -1.04027 4.76645 0.385 -3.863 -0.653
P 2.03737 -1.56404 5.41958 -3.230 7.329 2.505
O 0.89394 -0.77708 4.53084 0.180 -0.746 -0.192
C 0.63605 -1.22600 3.21609 -0.199 -0.050 -0.015
C -0.14600 -2.52743 3.18749 0.104 -0.122 0.013
O 2.03080 -0.59445 6.74599 0.340 -0.989 0.006
C 3.24226 -0.01117 7.23382 0.220 0.412 -0.026
C 3.40603 1.40529 6.71889 -0.140 0.171 -0.023
O 0.84548 -2.47808 6.15490 2.461 -1.863 -1.872
C 1.26948 -3.65136 6.88653 -0.036 -0.340 0.556
C 2.03508 -3.30751 8.15045 0.168 0.162 -0.078
H 1.58735 -1.33505 2.67377 0.028 0.022 -0.018
H 0.05770 -0.44029 2.72276 0.027 0.088 0.094
H 0.45212 -3.35457 3.57877 -0.013 -0.012 -0.057
H -0.43945 -2.77305 2.16605 -0.062 -0.002 0.063
H -1.04212 -2.46038 3.80390 0.017 0.101 -0.056
H 4.10315 -0.62990 6.97758 -0.052 0.041 -0.126
H 3.17841 0.00379 8.32384 -0.182 -0.090 -0.040
H 3.27223 1.46205 5.63800 0.131 -0.167 0.000
H 4.39350 1.79589 6.96998 -0.029 -0.009 0.024
H 2.65214 2.05855 7.16206 0.049 -0.027 0.044
H 1.86784 -4.29017 6.23196 -0.073 -0.066 0.027
H 0.36432 -4.20094 7.14497 -0.077 0.156 -0.164
H 3.01923 -2.89677 7.91279 0.016 -0.018 0.063
H 2.18502 -4.19960 8.75978 -0.041 -0.017 -0.072
H 1.50115 -2.56105 8.73751 -0.046 -0.059 -0.024
```
Forces are in eV/Å.

The net charge is +1. The maximum force is 8.39 eV Å⁻¹. As for the HOMO-LUMO gap: 6.999 eV.



# 3
6 unconnected molecules or ions with the total composition C20H37ClO15P. Source: OMol25; level of theory: wB97M-V/def2-TZVPD.

Geometry as XYZ:
```
74
Properties=species:S:1:pos:R:3:forces:R:3
C -3.99425 1.97347 0.67484 -0.119 -0.037 -0.055
C -3.74112 2.60939 -0.31323 0.029 -0.193 0.017
P -3.33580 3.11000 -1.90114 0.376 0.053 0.112
Cl -4.86398 2.69705 -3.07128 -0.049 0.140 -0.048
C -1.83768 2.29491 -2.51773 -0.126 -0.502 0.111
C -1.38024 1.10136 -1.70506 0.009 -0.028 0.392
C -0.76106 1.28106 -0.54344 -0.177 0.076 -0.421
H -4.24384 1.38053 1.53234 0.052 0.111 0.084
H -3.12088 4.48870 -1.87802 -0.232 0.045 -0.091
H -1.02107 3.01789 -2.53278 -0.238 0.275 0.090
H -2.02349 2.01374 -3.55635 -0.156 0.056 0.023
H -1.54974 0.09867 -2.07693 0.368 0.141 -0.554
H -0.11338 0.51442 -0.14148 -0.465 -0.130 0.499
H -0.90164 2.22172 -0.02045 0.824 0.156 -0.048
C -1.92526 -1.43372 1.10744 -0.053 -0.100 -0.225
O -1.16876 -1.53682 2.30851 0.092 0.021 -0.021
C -1.87536 -1.33522 3.42236 0.052 0.040 0.087
O -3.04690 -1.05612 3.45839 -0.011 0.096 -0.034
O -1.06693 -1.48299 4.46745 -0.337 0.092 -0.077
C -1.72296 -1.29685 5.73325 0.109 -0.023 0.236
H -1.23139 -1.60982 0.28973 0.083 -0.032 0.076
H -2.71255 -2.18444 1.07120 -0.059 0.052 0.092
H -2.34801 -0.43484 1.01376 -0.084 -0.040 -0.006
H -2.50445 -2.04030 5.87006 -0.048 0.035 -0.058
H -2.13915 -0.29475 5.80380 -0.056 -0.017 -0.050
H -0.95570 -1.42857 6.48973 0.056 -0.018 -0.070
C 0.96874 -3.51203 3.66877 0.160 -0.072 0.115
O 2.20720 -3.88210 3.04738 -0.002 0.013 0.042
C 2.15916 -5.03377 2.37963 0.049 0.007 -0.045
O 1.19335 -5.74303 2.26744 -0.024 0.001 -0.002
O 3.36071 -5.26104 1.85074 -0.007 0.022 0.008
C 3.45183 -6.47480 1.09722 0.101 -0.096 -0.088
H 1.14815 -2.56568 4.16337 0.108 0.035 -0.060
H 0.19456 -3.39446 2.91997 -0.041 -0.068 -0.012
H 0.67342 -4.25839 4.40505 -0.023 -0.048 -0.063
H 2.76193 -6.45601 0.25575 -0.057 -0.015 0.044
H 3.24395 -7.33494 1.73009 -0.075 0.011 -0.005
H 4.47321 -6.52722 0.73279 0.014 0.077 0.042
C 0.33107 7.84111 1.25494 0.163 0.070 -0.012
O -0.98679 7.88063 1.81781 -0.011 -0.029 -0.001
C -1.79387 6.91219 1.42463 -0.026 0.097 0.033
O -1.52141 6.02262 0.64911 -0.003 -0.026 -0.053
O -2.97736 7.07316 2.01998 0.145 -0.071 -0.035
C -3.91372 6.06143 1.66685 -0.211 -0.132 -0.041
H 0.86049 8.69091 1.67257 -0.076 0.020 0.046
H 0.83751 6.91967 1.53404 -0.040 -0.037 -0.042
H 0.28614 7.93303 0.17187 -0.025 -0.062 -0.006
H -3.54356 5.08344 1.97223 -0.005 -0.021 -0.063
H -4.07605 6.08081 0.58909 -0.071 -0.100 0.010
H -4.84462 6.27401 2.18295 0.084 0.174 0.061
C 3.61104 1.52823 -4.32844 -0.101 0.072 -0.154
O 3.15893 0.97557 -3.08452 0.114 0.045 0.049
C 4.15683 0.51796 -2.31382 -0.011 0.067 0.015
O 5.32252 0.54369 -2.59174 0.017 -0.002 -0.005
O 3.62551 0.03202 -1.19128 -0.049 0.031 0.020
C 4.58546 -0.50867 -0.26820 0.024 -0.085 0.145
H 2.72058 1.87037 -4.84865 -0.044 -0.033 0.065
H 4.27911 2.36862 -4.15432 0.065 -0.052 0.013
H 4.11318 0.76994 -4.92505 0.072 0.010 0.043
H 5.28369 0.26288 0.04753 0.038 -0.002 -0.069
H 5.12328 -1.33762 -0.72195 0.043 0.046 -0.041
H 4.01709 -0.86467 0.58566 -0.075 0.021 -0.049
C 1.11530 -1.43729 -2.89569 0.084 0.040 0.024
O 1.13227 -2.86211 -2.80048 -0.025 0.003 -0.041
C 0.07989 -3.45217 -3.36868 0.005 -0.049 0.053
O -0.84047 -2.87830 -3.89770 -0.036 0.023 0.036
O 0.21438 -4.76521 -3.24083 0.019 0.013 -0.007
C -0.85289 -5.53477 -3.80744 -0.061 -0.157 -0.036
H 1.99655 -1.07305 -2.38948 0.074 -0.154 0.081
H 1.13621 -1.11979 -3.93690 -0.105 -0.006 -0.004
H 0.23314 -1.03863 -2.39955 -0.054 -0.008 -0.090
H -0.92631 -5.35617 -4.87800 -0.032 0.066 0.011
H -1.79680 -5.29456 -3.32253 -0.005 0.061 -0.037
H -0.60241 -6.57490 -3.62566 0.074 0.029 0.042
```
Forces are in eV/Å.

The net charge is +1. The maximum force is 0.84 eV Å⁻¹. As for the HOMO-LUMO gap: 8.106 eV.